1.
ORCA calculation (the ωB97M-V functional and the def2-TZVPD basis) on C51H60N5O8P3PbS3 as an isolated structure.

Geometry (Å):
1 Pb -0.3367 0.8064 -0.3408
2 S 2.0983 -0.0123 -2.2504
3 S 2.3046 -3.3160 0.3233
4 S 2.1557 -1.4785 1.3413
5 P -2.8686 -2.3006 -0.5381
6 P 1.4425 3.0957 2.1332
7 P -2.4066 -1.6209 2.4887
8 O 1.2717 -1.0103 -1.5456
9 O -2.6323 4.4635 -1.4404
10 O -2.0560 -0.2437 2.0639
11 O 1.2494 1.7731 1.4637
12 O 1.5626 1.3452 -1.9850
13 O 2.2976 -0.2979 -3.6467
14 O -1.8311 -1.2654 -0.7954
15 O -1.6244 2.7717 -0.3594
16 N 0.0819 3.6284 2.8948
17 N -1.2887 1.4878 -2.7096
18 N 1.9199 4.3684 1.1874
19 N -2.1623 2.5835 -2.5897
20 N 2.6968 2.9208 3.2101
21 C 1.0837 4.6117 -0.0110
22 C 4.0564 -2.0895 3.4773
23 C 1.8685 5.6976 -0.7229
24 C 3.6659 -0.0590 -1.4282
25 C -3.5654 -1.5733 3.8717
26 C 2.8137 1.6046 3.8598
27 C 0.7623 -2.8878 4.6315
28 C -4.4432 -1.8753 -1.3073
29 C 3.3062 -2.3524 2.3461
30 C -5.4361 -1.3859 5.9107
31 C -0.3976 -5.0619 -2.1142
32 C -1.1001 2.7820 3.1328
33 C 3.3396 4.4582 0.7661
34 C 3.0379 3.9870 4.1661
35 C 3.3858 3.2518 5.4653
36 C -1.1514 -6.2250 -2.1348
37 C 1.2508 -3.9666 3.9021
38 C -1.0130 -2.6184 3.0263
39 C -4.4674 -0.7156 -2.0750
40 C -3.0133 -5.0506 -1.1749
41 C -5.6152 -2.6066 -1.1213
42 C -0.5116 -3.6880 2.2944
43 C 4.2360 -4.5797 2.1135
44 C -0.3640 -2.2149 4.1956
45 C -4.6737 -2.5388 5.7746
46 C 4.3938 -1.2385 -1.4423
47 C 7.2058 -0.3993 0.9686
48 C -3.7375 -2.6340 4.7565
49 C -3.3077 -2.5968 1.2252
50 C 5.2571 0.9153 0.0712
51 C 4.1015 1.0259 -0.6859
52 C -6.7928 -2.1919 -1.7201
53 C 4.8991 -3.1024 3.9243
54 C -0.9465 -3.8831 -1.6270
55 C 3.3993 -3.5703 1.6771
56 C 3.8093 1.8655 4.9798
57 C -5.2637 -0.3252 5.0323
58 C 0.6193 -4.3622 2.7353
59 C 4.9862 -4.3245 3.2579
60 C 5.9810 -0.2734 0.1034
61 C -0.3491 5.0211 3.0171
62 C -1.2496 4.9637 4.2442
63 C -1.9908 3.6276 4.0706
64 C -4.3281 -0.4158 4.0125
65 C -5.6507 -0.2967 -2.6661
66 C 3.3100 5.1981 -0.5850
67 C -2.2567 -3.8798 -1.1527
68 C 5.5418 -1.3412 -0.6738
69 C -2.1367 3.3454 -1.3855
70 C -2.4600 -6.2212 -1.6653
71 C -6.8092 -1.0380 -2.4944
72 H 3.1372 0.8587 3.1338
73 H -2.9644 3.7890 3.6062
74 H 5.5965 1.7605 0.6611
75 H 6.9521 -0.2519 2.0204
76 H 5.5063 -2.9355 4.8049
77 H 1.2684 -2.5701 5.5343
78 H 4.1583 3.7679 6.0338
79 H -3.1313 -3.5272 4.6574
80 H -0.3876 1.7321 -3.1146
81 H -1.7118 0.7523 -3.2602
82 H 1.5584 5.8320 -1.7578
83 H 2.1364 -4.4899 4.2394
84 H -3.5630 -0.1302 -2.1726
85 H 7.6573 -1.3855 0.8677
86 H -5.8530 0.5757 5.1431
87 H 4.0460 -2.0742 -2.0334
88 H 1.7402 6.6438 -0.1932
89 H -0.7231 -7.1404 -2.5225
90 H -0.9727 -3.9851 1.3599
91 H -0.9349 5.3201 2.1391
92 H 3.9058 5.0072 1.5194
93 H -0.8025 1.8293 3.5666
94 H 3.9956 -1.1412 3.9969
95 H -0.7414 -1.3643 4.7531
96 H 7.9539 0.3491 0.7013
97 H -5.6206 -3.4945 -0.4997
98 H -1.9219 5.8184 4.3136
99 H -7.7338 -0.7102 -2.9512
100 H -1.6166 2.5823 2.1982
101 H -4.1671 0.4101 3.3292
102 H 3.7891 3.4680 0.6691
103 H 6.0985 -2.2714 -0.6624
104 H -3.2163 -3.6603 1.4469
105 H 0.0668 4.8891 0.2603
106 H 1.0174 -5.1822 2.1522
107 H -6.1616 -1.3119 6.7105
108 H 4.3168 -5.5230 1.5888
109 H 5.6561 -5.0865 3.6347
110 H 3.5077 1.9292 -0.6817
111 H -2.2367 3.1796 -3.4009
112 H 2.2099 4.6854 4.3072
113 H -2.1565 3.1344 5.0289
114 H -7.7015 -2.7613 -1.5754
115 H 1.0348 3.7128 -0.6387
116 H 1.8536 1.2711 4.2787
117 H 3.8968 4.5548 3.7980
118 H -0.3704 -2.9640 -1.6190
119 H 4.0382 6.0075 -0.6182
120 H -3.0475 -7.1298 -1.6856
121 H 2.4995 3.1640 6.0973
122 H 0.4971 5.6982 3.1134
123 H 4.8242 1.8997 4.5768
124 H 3.5427 4.5070 -1.3967
125 H -5.6660 0.6152 -3.2479
126 H 0.6198 -5.0633 -2.4828
127 H -4.0341 -5.0551 -0.8121
128 H -4.8045 -3.3611 6.4658
129 H -0.6300 4.9379 5.1433
130 H 3.7695 1.1049 5.7597
131 H -4.3537 -2.3147 1.3631

E_LUMO = 0.00865 Ha
HOMO-LUMO gap = 0.3049 hartree
E_HOMO = -0.2963 Ha
calculated total energy = -5266.8726 a.u.
ΔE to the lowest compared entry with this formula, charge and spin = 0.150 eV

Here are the Löwdin charges for atoms 1 to 5, given in e: 1.56 0.42 0.73 0.74 0.76

---

2.
ORCA calculation (the ωB97M-V functional and the def2-TZVPD basis) on one molecule with the formula C21H23N3O2.

Geometry (Å):
1 O 4.5310 -2.1035 -5.4594
2 O 0.5840 2.1450 4.1124
3 N -2.4307 1.2882 0.6815
4 N 2.1093 -4.3963 -2.1631
5 N 1.1398 -4.2239 -1.1974
6 C -3.6357 1.6204 -0.0591
7 C -1.6113 0.2159 0.3228
8 C 1.1198 -0.7796 -2.2204
9 C -0.6828 2.8101 1.5117
10 C 3.9476 -4.0917 -4.5874
11 C 0.7484 -2.8780 -1.1840
12 C -2.1234 1.4899 3.0936
13 C 1.4249 -2.2729 -2.1466
14 C 0.0528 -0.7159 -1.1309
15 C -0.7344 0.3372 -0.7789
16 C -0.1075 -1.9478 -0.4632
17 C 3.1670 -3.0616 -3.9290
18 C 4.7442 -3.4717 -5.5100
19 C -1.6544 -1.0156 0.9940
20 C -0.3305 3.7916 2.6091
21 C 3.6178 -1.8687 -4.4520
22 C -1.7611 2.3624 4.2598
23 C 2.2929 -3.2521 -2.8050
24 C -0.4442 3.1027 4.0019
25 C -2.0551 2.2090 1.7705
26 C -0.9068 -2.1569 0.6571
27 H 0.7652 -4.9579 -0.5954
28 H -1.4153 0.6772 3.0691
29 H -0.6350 1.2642 -1.3261
30 H 3.9367 -5.1663 -4.3837
31 H -1.0622 4.6180 2.5831
32 H 5.4488 -3.9245 -6.2296
33 H 3.3739 -0.8776 -4.0628
34 H -0.2546 3.8966 4.7858
35 H 0.0293 2.0235 1.4732
36 H 0.6754 -0.4663 -3.1801
37 H -3.1145 1.0840 3.2966
38 H -2.5255 3.1198 4.4869
39 H -2.7992 3.0399 1.8183
40 H -2.3913 -1.0792 1.8180
41 H 0.6779 4.1813 2.4559
42 H 1.4545 2.6019 3.9982
43 H 2.0365 -0.1966 -1.9694
44 H -3.5975 1.2835 -1.1108
45 H -3.7915 2.7167 -0.1062
46 H -0.9287 -3.1147 1.1807
47 H -4.4837 1.1162 0.4045
48 H -1.6582 1.7396 5.1476
49 H -0.7425 3.2846 0.5182

E_LUMO = 0.02456 Ha
HOMO-LUMO gap = 0.3114 hartree
E_HOMO = -0.2868 Ha
calculated total energy = -1128.7023 a.u.
SMILES = CN(c1ccc2c(c1)Cc1c(-c3ccoc3)n[nH]c1-2)[C@H]1CC[C@@H](O)CC1
ΔE to the lowest compared entry with this formula, charge and spin = 3.662 eV

Here are the Löwdin charges for atoms 1 to 5, given in e: -0.02 -0.05 -0.15 0.09 0.05

---

3.
ORCA calculation (the ωB97M-V functional and the def2-TZVPD basis) on a 5-piece molecular cluster, C36H51ClO11S4 overall.

Geometry (Å):
1 Cl -3.5509 -1.4225 -3.2479
2 S -5.6668 -2.7672 1.9758
3 S 5.2525 -1.6945 -4.4672
4 S -2.9501 1.6403 6.7852
5 S 8.1869 1.1973 -0.8248
6 O 9.0018 1.6921 -1.9057
7 O 5.2873 -2.7141 -3.4482
8 O 8.6213 1.3728 0.5405
9 O -1.3223 0.3746 0.7520
10 O -4.3160 2.0968 6.7747
11 O -2.8874 1.9259 2.2649
12 O -6.6273 -2.5932 3.0347
13 O 6.1988 -0.6084 -4.4369
14 O -1.8659 2.5910 6.7588
15 O -5.7889 -2.0275 0.7454
16 O 2.7695 2.2168 -0.9716
17 C 0.1393 3.9373 2.9379
18 C 1.5917 2.3270 -0.7010
19 C -3.9972 -2.5427 2.6136
20 C 3.8075 -2.7218 -6.3925
21 C -3.0902 -0.8606 7.5479
22 C -3.9945 -4.7005 1.4078
23 C -0.8299 1.3700 0.2815
24 C -1.3660 -1.3405 -4.8742
25 C 0.5297 1.9941 -1.6873
26 C -1.5148 1.2774 -3.4493
27 C -4.0519 2.3350 1.5699
28 C -2.4217 -0.8986 6.1662
29 C 5.6340 0.5988 -1.3006
30 C -0.1708 2.4548 1.0835
31 C 3.5739 -1.0532 -4.5813
32 C 1.8991 3.7155 1.3237
33 C -4.5830 1.1774 0.7643
34 C -0.2905 1.7583 -3.9235
35 C -2.7356 0.4971 8.1466
36 C -5.4984 -4.5045 1.5756
37 C 3.0734 -1.4371 -5.9795
38 C -2.7001 -0.6449 -4.6290
39 C 0.7361 2.0968 -3.0577
40 C 7.7865 -0.5280 -1.0852
41 C -1.7047 1.1614 -2.0750
42 C -2.7349 0.4301 5.4675
43 C 1.4146 4.2595 2.5059
44 C -2.0915 2.9554 2.7772
45 C 6.3176 -0.6316 -0.6893
46 C -2.5934 0.8659 -4.4131
47 C 5.2803 -2.4833 -6.0732
48 C -3.3364 -3.9255 2.5583
49 C 1.1021 2.8331 0.6144
50 C -0.6932 1.5348 -1.2017
51 C 6.5050 1.8174 -0.9799
52 C -0.6841 3.0552 2.2332
53 H -3.6704 0.3980 4.9121
54 H 1.9925 -1.5715 -5.9806
55 H -2.7497 -1.6748 8.1857
56 H -4.0741 -2.1426 3.6216
57 H 2.0181 4.9468 3.0834
58 H -2.7710 -1.7418 5.5716
59 H -6.0804 -4.7097 0.6806
60 H 3.6092 0.0206 -4.4137
61 H 6.2404 2.2692 -0.0258
62 H -4.9072 0.3512 1.3878
63 H -4.1735 -0.9467 7.4423
64 H -3.3807 0.8098 8.9639
65 H -2.6312 0.7810 -1.6663
66 H -1.5064 -2.2249 -5.4929
67 H -5.4326 1.5252 0.1752
68 H 5.5658 0.4679 -2.3796
69 H 1.6860 2.4474 -3.4393
70 H 3.3074 -0.6401 -6.6877
71 H 3.4352 -3.5686 -5.8123
72 H -3.5570 1.2336 -4.0601
73 H -3.5003 -1.8221 1.9651
74 H 6.4954 2.5727 -1.7613
75 H -0.2444 4.3914 3.8441
76 H 5.8796 -3.3877 -6.0035
77 H -3.8370 0.7804 0.0763
78 H -5.8900 -5.0711 2.4198
79 H -3.3583 -0.8255 -5.4756
80 H -3.7284 -5.7562 1.4261
81 H 2.8812 3.9715 0.9521
82 H -4.8143 2.6730 2.2831
83 H -0.1463 1.8652 -4.9919
84 H 8.4607 -1.1319 -0.4824
85 H -2.5740 3.9261 2.6123
86 H 6.2231 -0.6141 0.3993
87 H 5.8788 -1.5591 -1.0549
88 H 7.9297 -0.7365 -2.1454
89 H -2.4022 1.3054 -5.3938
90 H -3.8400 3.1875 0.9116
91 H -2.2601 -3.8349 2.4210
92 H 4.6245 0.7388 -0.9227
93 H -1.9348 0.7689 4.8149
94 H -2.0212 2.8507 3.8605
95 H 2.9980 -1.5314 -3.7913
96 H 5.7371 -1.7805 -6.7693
97 H -3.5065 -4.4557 3.4976
98 H -0.6703 -0.6632 -5.3710
99 H -1.3422 -1.0073 6.2864
100 H -1.6902 0.5461 8.4497
101 H -3.6724 -4.2891 0.4491
102 H -0.9102 -1.6511 -3.9359
103 H 3.6637 -2.9494 -7.4474

E_LUMO = -0.02856 Ha
HOMO-LUMO gap = 0.3226 hartree
E_HOMO = -0.3512 Ha
calculated total energy = -4282.9258 a.u.
SMILES = CCOCc1cccc2c1C(=O)c1cc(C[C@@H](C)Cl)ccc1C2=O.O=S1(=O)CCCC1.O=S1(=O)CCCC1.O=S1(=O)CCCC1.O=S1(=O)CCCC1

Here are the Löwdin charges for atoms 1 to 5, given in e: 0.62 0.66 0.66 0.66 0.66

---

4.
ORCA calculation (the ωB97M-V functional and the def2-TZVPD basis) on FH2OTm as an isolated structure.

Geometry (Å):
1 Tm -1.0074 2.3214 -0.1489
2 F 0.8440 1.4500 -0.2174
3 O -0.1424 -1.1661 0.4315
4 H 0.7078 -0.7799 0.1522
5 H -0.4020 -1.8254 -0.2174

E_LUMO (alpha / beta) = -0.20781 / -0.26736 Ha
2S+1 = 4
HOMO-LUMO gap (alpha / beta) = 0.2642 / 0.2925 hartree
total charge = +1
<S²> = 3.75
E_HOMO (alpha / beta) = -0.4720 / -0.5598 Ha
calculated total energy = -1261.1938 a.u.
ΔE to the lowest compared entry with this formula, charge and spin = 0.622 eV

Table of Löwdin atomic charges, one value per atom, all in e: 1.66 -0.63 -0.10 0.03 0.05

---

5.
ORCA calculation (the ωB97M-V functional and the def2-TZVPD basis) on C2H4ClN2PS3 as an isolated structure.

Geometry (Å):
1 Cl 3.1334 1.5856 -1.5223
2 S 0.9963 0.6979 1.6829
3 S 0.5167 3.5928 -1.1279
4 S -2.5087 -1.1745 0.1789
5 P 1.3385 1.8494 -0.7917
6 N 0.5167 0.6165 -1.5778
7 N -0.5695 0.2531 -1.1019
8 C -1.0543 -2.1239 0.6949
9 C -1.6168 -0.0469 -0.6627
10 H -0.3530 -1.8616 -0.1224
11 H -0.5569 -2.0464 1.7036
12 H -1.4459 -3.1383 0.5215
13 H 1.6035 1.7963 2.1249

E_LUMO = -0.06694 Ha
HOMO-LUMO gap = 0.2671 hartree
E_HOMO = -0.3340 Ha
calculated total energy = -2184.1343 a.u.
ΔE to the lowest compared entry with this formula, charge and spin = 1.025 eV

Here are the Löwdin charges for atoms 1 to 5, given in e: 0.32 0.26 0.16 0.90 -0.20